#w
C4H2N2O in the gas phase, computed with wB97M-V/def2-TZVPD.

Each line ends with the Löwdin charge.
Cartesian coordinates (Å):
N: 2.833 -0.573 0.190  0.193
C: 1.807 -0.249 -0.189  -0.171
C: 0.561 0.235 -0.598  -0.176
O: -0.009 1.369 0.005  0.035
C: -0.527 0.221 0.601  -0.193
C: -1.797 -0.164 0.142  -0.178
N: -2.750 -0.604 -0.279  0.196
H: 0.006 -0.137 -1.421  0.139
H: -0.126 -0.099 1.549  0.155

- spin multiplicity = 1
- SMILES string = N#C[C@@H]1O[C@H]1C#N
- gap between HOMO and LUMO (eV) = 11.16

#x
C4H2N2O in the gas phase, computed with wB97M-V/def2-TZVPD.

Each line ends with the Löwdin charge.
Cartesian coordinates (Å):
N: 1.329 1.354 -0.304  0.163
C: 0.016 1.027 -0.318  -0.562
O: -0.878 1.783 -0.638  0.081
C: -0.321 -0.349 0.082  0.125
C: -0.879 -1.387 0.344  -0.218
C: -0.994 -3.088 0.873  0.129
N: -1.897 -2.343 0.525  0.057
H: 2.036 0.705 -0.007  0.107
H: 1.587 2.297 -0.556  0.118

- spin multiplicity = 1
- gap between HOMO and LUMO (eV) = 10.28

#y
C4H2N2O in the gas phase, computed with wB97M-V/def2-TZVPD.

Each line ends with the Löwdin charge.
Cartesian coordinates (Å):
N: -0.927 -0.688 -3.738  0.170
C: -0.610 -0.214 -2.728  -0.220
C: -0.246 0.263 -1.482  0.003
C: 0.051 0.559 -0.352  0.114
C: 0.373 0.703 1.081  -0.549
N: 0.259 -0.496 1.708  0.168
O: 0.692 1.748 1.604  0.084
H: -0.032 -1.321 1.207  0.111
H: 0.439 -0.553 2.699  0.120

- spin multiplicity = 1
- SMILES string = N#CC#CC(N)=O
- gap between HOMO and LUMO (eV) = 10.58

Least stable: #x

#w
A 2-piece molecular cluster, C3H9NO3 overall, computed with wB97M-V/def2-TZVPD.

Each line ends with the Löwdin charge.
Cartesian coordinates (Å):
N: 0.000 0.000 0.000  -0.030
C: -0.083 1.432 0.044  -0.254
C: -0.189 1.967 1.556  -0.058
C: 0.893 1.491 2.522  -0.523
O: 1.297 2.006 3.581  0.051
O: 1.603 0.456 2.079  0.083
H: -0.909 -0.435 0.195  0.108
H: 0.253 -0.286 -0.952  0.104
H: 0.748 1.858 -0.550  0.127
H: -1.032 1.762 -0.419  0.109
H: -1.181 1.631 1.914  0.124
H: -0.162 3.071 1.625  0.127
H: 1.172 0.077 1.266  0.061
O: 0.684 -0.297 5.461  -0.091
H: 0.461 0.160 4.619  0.008
H: 1.650 -0.473 5.400  0.052

- spin multiplicity = 1
- SMILES string = NCCC(=O)O.O
- gap between HOMO and LUMO (eV) = 10.65

#x
A 2-piece molecular cluster, C3H9NO3 overall, computed with wB97M-V/def2-TZVPD.

Each line ends with the Löwdin charge.
Cartesian coordinates (Å):
O: -1.211 2.062 -1.409  0.058
C: -0.899 1.759 -0.284  -0.325
N: 0.327 1.051 -0.161  -0.027
C: 0.397 0.271 1.063  -0.213
C: 1.127 -1.019 0.651  -0.267
O: 1.637 -1.666 1.804  -0.073
H: -1.430 2.038 0.681  0.149
H: 1.159 1.611 -0.345  0.141
H: -0.657 -0.099 1.279  0.145
H: 0.963 0.772 1.830  0.111
H: 1.918 -0.713 -0.059  0.121
H: 0.433 -1.589 0.037  0.094
H: 2.287 -1.081 2.269  0.110
O: -1.467 -1.684 -1.740  -0.043
H: -1.781 -2.325 -1.098  0.037
H: -0.826 -1.161 -1.263  -0.018

- spin multiplicity = 1
- SMILES string = O=CNCCO.O
- gap between HOMO and LUMO (eV) = 10.62

Least stable: #x

#w
A 2-piece molecular cluster, C3H9NO3 overall, computed with wB97M-V/def2-TZVPD.

Each line ends with the Löwdin charge.
Cartesian coordinates (Å):
N: -0.303 0.120 1.826  0.041
C: -1.074 0.414 0.628  -0.337
C: -0.322 1.526 -0.106  -0.224
O: -0.696 1.951 -1.173  0.060
C: -1.265 -0.787 -0.336  -0.198
O: -0.157 -1.004 -1.176  -0.050
H: -0.808 -0.325 2.578  0.074
H: 0.506 -0.438 1.592  0.072
H: -2.051 0.878 0.802  0.152
H: 0.654 1.903 0.214  0.124
H: -2.072 -0.530 -1.019  0.126
H: -1.475 -1.645 0.313  0.121
H: 0.715 -1.176 -0.862  0.043
O: 2.840 0.028 -1.009  -0.006
H: 3.526 -0.561 -1.247  0.026
H: 1.980 -0.356 -1.024  -0.025

- spin multiplicity = 1
- SMILES string = N[C@@H](C=O)CO.O
- gap between HOMO and LUMO (eV) = 9.92

#x
A 2-piece molecular cluster, C3H9NO3 overall, computed with wB97M-V/def2-TZVPD.

Each line ends with the Löwdin charge.
Cartesian coordinates (Å):
O: -0.520 0.321 -2.201  0.080
C: 0.430 -0.331 -1.881  -0.325
N: 0.681 -0.893 -0.614  -0.007
C: 1.572 -0.164 0.276  -0.209
C: 0.898 0.337 1.535  -0.251
O: 0.085 1.481 1.253  -0.066
H: 1.239 -0.531 -2.586  0.126
H: 0.035 -1.487 -0.126  0.120
H: 1.982 0.719 -0.208  0.125
H: 2.437 -0.776 0.595  0.117
H: 1.639 0.650 2.276  0.115
H: 0.278 -0.447 1.989  0.118
H: -0.824 1.282 1.503  0.078
O: -3.709 -0.127 -0.605  -0.061
H: -3.060 -0.257 -1.312  0.021
H: -3.163 0.224 0.106  0.018

- spin multiplicity = 1
- SMILES string = O=CNCCO.O
- gap between HOMO and LUMO (eV) = 10.21

#y
A 2-piece molecular cluster, C3H9NO3 overall, computed with wB97M-V/def2-TZVPD.

Each line ends with the Löwdin charge.
Cartesian coordinates (Å):
O: 2.546 0.657 -0.486  0.012
C: 1.328 0.691 -0.285  -0.359
N: 0.557 -0.203 0.368  0.023
C: -0.807 -0.056 0.956  -0.152
C: -1.699 0.896 0.218  -0.292
O: -2.668 1.466 1.083  -0.069
H: 0.659 1.460 -0.669  0.110
H: 0.796 -1.107 0.028  0.079
H: -0.801 0.277 2.032  0.129
H: -1.119 -1.170 1.020  0.152
H: -2.082 0.400 -0.729  0.140
H: -1.332 1.846 -0.225  0.115
H: -3.536 1.210 0.761  0.085
O: 1.086 -2.764 -1.400  -0.009
H: 1.510 -2.036 -1.870  0.051
H: 1.370 -3.502 -1.831  -0.014

- spin multiplicity = 1
- SMILES string = O=CNCCO.O
- gap between HOMO and LUMO (eV) = 10.28

Least stable: #w